Here is a 23-piece molecular cluster, C80H219N13O27 overall in a non-equilibrium geometry from OMol25. Energies are from ωB97M-V/def2-TZVPD.

Computed properties:
- LUMO energy: 0.249 eV
- E_HOMO: -8.77 eV

Geometry (Å):
C: -4.610 -17.448 -26.400
C: -4.007 -18.184 -27.569
C: -4.931 -19.192 -28.235
O: -5.081 -20.372 -27.435
C: -5.866 -21.430 -27.942
N: -3.790 -17.187 -28.569
H: -5.039 -18.294 -25.863
H: -5.376 -16.721 -26.668
H: -3.810 -16.925 -25.875
H: -2.983 -18.472 -27.331
H: -4.527 -19.633 -29.146
H: -5.935 -18.767 -28.227
H: -6.876 -21.104 -28.189
H: -6.079 -22.175 -27.176
H: -5.349 -21.817 -28.820
H: -2.914 -16.747 -28.327
H: -4.346 -16.415 -28.231
C: -6.414 -31.958 -12.267
C: -5.002 -31.318 -12.353
C: -5.033 -29.866 -11.928
O: -5.665 -28.909 -12.733
C: -5.190 -28.733 -14.068
N: -4.211 -32.205 -11.505
H: -6.469 -33.032 -12.440
H: -7.134 -31.578 -12.991
H: -6.965 -31.784 -11.343
H: -4.550 -31.368 -13.343
H: -4.061 -29.513 -11.583
H: -5.593 -29.822 -10.994
H: -5.074 -29.664 -14.622
H: -4.229 -28.240 -14.220
H: -5.919 -28.111 -14.587
H: -4.443 -32.345 -10.532
H: -3.276 -31.830 -11.443
C: -4.648 -18.265 -19.224
C: -4.899 -18.759 -20.605
C: -3.850 -18.389 -21.715
O: -4.398 -17.943 -22.949
C: -4.606 -16.460 -22.951
N: -5.155 -20.125 -20.549
H: -5.249 -18.771 -18.468
H: -4.749 -17.183 -19.308
H: -3.645 -18.468 -18.848
H: -5.846 -18.385 -20.995
H: -3.134 -19.193 -21.887
H: -3.086 -17.697 -21.360
H: -5.302 -16.086 -23.702
H: -3.669 -15.926 -23.107
H: -4.902 -16.119 -21.959
H: -5.809 -20.566 -19.919
H: -5.319 -20.463 -21.487
C: -1.352 -20.382 -29.571
C: -0.857 -20.338 -31.009
C: -1.208 -18.986 -31.822
O: -2.654 -18.976 -31.913
C: -3.082 -17.706 -32.469
N: 0.571 -20.493 -31.083
H: -2.437 -20.327 -29.660
H: -1.027 -19.456 -29.096
H: -1.151 -21.259 -28.957
H: -1.286 -21.098 -31.663
H: -0.747 -18.879 -32.804
H: -0.710 -18.229 -31.216
H: -2.549 -17.674 -33.419
H: -2.857 -16.797 -31.911
H: -4.150 -17.803 -32.665
H: 1.015 -19.726 -30.599
H: 0.924 -21.150 -30.403
C: 1.617 -20.860 -26.223
C: 1.157 -19.589 -26.929
C: 0.345 -18.767 -25.964
O: -0.969 -19.290 -25.863
C: -1.669 -18.886 -24.698
N: 2.429 -18.940 -27.361
H: 0.746 -21.280 -25.719
H: 2.340 -20.628 -25.440
H: 1.844 -21.641 -26.948
H: 0.590 -19.849 -27.823
H: 0.110 -17.782 -26.369
H: 0.747 -18.730 -24.952
H: -1.128 -19.323 -23.859
H: -2.687 -19.275 -24.721
H: -1.743 -17.805 -24.578
H: 2.253 -18.537 -28.270
H: 2.613 -18.232 -26.664
C: -2.167 -23.384 -27.473
C: -2.839 -24.854 -27.228
C: -2.130 -25.625 -26.121
O: -0.847 -26.156 -26.502
C: -0.999 -27.455 -27.008
N: -4.263 -24.832 -26.915
H: -2.024 -22.750 -26.597
H: -2.385 -22.936 -28.442
H: -1.132 -23.608 -27.730
H: -2.701 -25.373 -28.177
H: -2.768 -26.428 -25.755
H: -2.025 -24.939 -25.280
H: -0.030 -27.805 -27.366
H: -1.588 -27.560 -27.920
H: -1.220 -28.150 -26.198
H: -4.579 -25.652 -26.418
H: -4.540 -23.994 -26.424
C: 3.525 -22.528 -11.398
C: 2.045 -22.388 -11.736
C: 1.758 -21.146 -12.432
O: 0.335 -20.809 -12.621
C: 0.111 -19.565 -13.367
N: 1.553 -23.630 -12.337
H: 3.983 -22.379 -12.376
H: 3.852 -23.508 -11.050
H: 3.994 -21.760 -10.783
H: 1.552 -22.239 -10.776
H: 2.182 -21.309 -13.424
H: 2.231 -20.283 -11.965
H: -0.884 -19.146 -13.519
H: 0.507 -19.709 -14.372
H: 0.680 -18.709 -13.006
H: 2.055 -23.777 -13.202
H: 0.565 -23.561 -12.532
C: 1.691 -26.961 -18.585
C: 1.146 -28.330 -18.954
C: -0.397 -28.310 -18.855
O: -0.907 -27.904 -17.587
C: -0.963 -28.905 -16.541
N: 1.460 -28.644 -20.355
H: 1.266 -26.544 -17.672
H: 1.463 -26.252 -19.381
H: 2.760 -26.810 -18.440
H: 1.496 -29.115 -18.284
H: -0.718 -29.343 -18.984
H: -0.928 -27.624 -19.515
H: 0.042 -29.283 -16.353
H: -1.607 -29.703 -16.909
H: -1.388 -28.558 -15.599
H: 2.332 -28.161 -20.513
H: 1.734 -29.606 -20.494
C: -11.032 -20.872 -19.938
C: -10.773 -20.212 -21.352
C: -9.297 -19.731 -21.517
O: -9.052 -19.221 -22.837
C: -7.762 -18.734 -23.107
N: -10.825 -21.312 -22.232
H: -10.877 -20.131 -19.153
H: -10.339 -21.661 -19.646
H: -11.989 -21.382 -19.831
H: -11.525 -19.470 -21.620
H: -8.640 -20.594 -21.405
H: -9.183 -18.945 -20.770
H: -7.657 -18.772 -24.191
H: -6.880 -19.298 -22.803
H: -7.642 -17.732 -22.697
H: -11.777 -21.643 -22.171
H: -10.188 -22.079 -22.068
C: 7.136 -23.887 -12.550
O: 6.376 -22.745 -12.640
C: 6.890 -21.854 -13.600
C: 5.770 -20.786 -13.817
N: 4.540 -21.239 -14.512
C: 4.914 -21.550 -15.863
C: 3.620 -21.979 -16.680
O: 3.190 -23.261 -16.259
C: 1.811 -23.484 -16.550
H: 6.633 -24.622 -11.921
H: 8.113 -23.639 -12.135
H: 7.354 -24.391 -13.491
H: 6.990 -22.494 -14.477
H: 7.926 -21.519 -13.561
H: 6.251 -20.006 -14.407
H: 5.372 -20.232 -12.967
H: 4.271 -22.089 -14.036
H: 5.649 -22.342 -16.011
H: 5.330 -20.621 -16.254
H: 3.958 -21.889 -17.712
H: 2.894 -21.200 -16.448
H: 1.574 -23.538 -17.612
H: 1.165 -22.676 -16.207
H: 1.553 -24.292 -15.864
C: 0.030 -18.065 -21.584
O: -0.271 -16.700 -21.466
C: 0.846 -15.829 -21.347
C: 1.514 -16.029 -20.001
N: 2.483 -15.040 -19.699
C: 1.835 -13.712 -19.416
C: 2.742 -12.763 -18.667
O: 2.944 -13.010 -17.216
C: 1.777 -13.079 -16.356
H: 0.871 -18.187 -22.266
H: -0.910 -18.483 -21.945
H: 0.218 -18.280 -20.532
H: 0.290 -14.893 -21.409
H: 1.631 -15.905 -22.099
H: 1.901 -17.048 -20.014
H: 0.962 -16.092 -19.063
H: 2.988 -15.335 -18.876
H: 0.933 -13.834 -18.815
H: 1.526 -13.181 -20.316
H: 2.324 -11.757 -18.649
H: 3.700 -12.714 -19.184
H: 1.214 -13.944 -16.709
H: 1.048 -12.323 -16.645
H: 1.972 -13.076 -15.284
C: -2.522 -25.011 -18.405
O: -1.554 -24.302 -19.170
C: -1.470 -22.909 -18.811
C: -2.783 -22.214 -19.344
N: -2.903 -22.089 -20.765
C: -3.182 -23.327 -21.525
C: -3.348 -22.873 -22.999
O: -4.453 -21.936 -23.081
C: -4.596 -21.326 -24.425
H: -2.767 -25.905 -18.980
H: -3.489 -24.653 -18.052
H: -2.116 -25.305 -17.437
H: -0.646 -22.441 -19.350
H: -1.441 -22.821 -17.725
H: -2.887 -21.199 -18.960
H: -3.588 -22.774 -18.866
H: -3.710 -21.509 -20.951
H: -4.085 -23.911 -21.349
H: -2.375 -24.052 -21.420
H: -3.526 -23.740 -23.635
H: -2.478 -22.474 -23.522
H: -3.634 -21.166 -24.911
H: -5.296 -20.498 -24.538
H: -5.114 -22.089 -25.008
C: -1.771 -13.957 -18.869
O: -1.437 -13.149 -17.805
C: -2.290 -12.991 -16.634
C: -2.035 -14.085 -15.555
N: -2.644 -15.351 -16.012
C: -2.398 -16.498 -15.126
C: -2.768 -17.686 -15.899
O: -1.671 -18.119 -16.665
C: -1.700 -19.474 -17.024
H: -1.327 -14.952 -18.849
H: -1.495 -13.402 -19.766
H: -2.848 -14.106 -18.943
H: -3.351 -13.012 -16.882
H: -1.956 -12.052 -16.192
H: -2.411 -13.721 -14.599
H: -0.968 -14.269 -15.428
H: -2.367 -15.681 -16.926
H: -3.045 -16.292 -14.273
H: -1.388 -16.507 -14.716
H: -3.486 -17.344 -16.644
H: -3.181 -18.479 -15.275
H: -1.334 -19.995 -16.139
H: -0.880 -19.751 -17.686
H: -2.695 -19.809 -17.318
C: -0.482 -25.688 -14.235
C: -0.036 -26.657 -13.265
O: -0.837 -26.259 -12.182
H: 0.374 -25.597 -14.903
H: -0.797 -24.686 -13.942
H: -1.390 -26.101 -14.674
H: 1.037 -26.524 -13.133
H: -0.085 -27.699 -13.581
H: -0.594 -26.847 -11.464
C: -2.497 -22.389 -14.162
C: -2.887 -21.017 -13.713
O: -4.250 -21.051 -13.445
H: -2.403 -22.967 -13.243
H: -1.602 -22.395 -14.785
H: -3.305 -22.814 -14.758
H: -2.621 -20.388 -14.562
H: -2.222 -20.699 -12.910
H: -4.441 -21.468 -12.602
C: -9.195 -24.778 -23.712
C: -7.934 -24.211 -24.403
O: -7.995 -24.704 -25.723
H: -9.079 -25.861 -23.740
H: -10.101 -24.405 -24.190
H: -9.178 -24.247 -22.760
H: -6.976 -24.614 -24.076
H: -7.953 -23.122 -24.348
H: -7.304 -24.294 -26.248
C: -6.769 -23.700 -17.293
C: -7.428 -24.550 -18.378
O: -7.034 -25.871 -18.306
H: -7.364 -22.814 -17.074
H: -5.786 -23.406 -17.663
H: -6.717 -24.235 -16.345
H: -7.242 -24.192 -19.391
H: -8.504 -24.631 -18.225
H: -7.614 -26.183 -17.608
C: -4.149 -29.974 -19.095
C: -4.313 -28.415 -19.170
O: -5.682 -28.123 -19.403
H: -3.982 -30.412 -20.080
H: -4.945 -30.480 -18.548
H: -3.280 -30.059 -18.442
H: -3.831 -28.104 -20.097
H: -3.841 -27.917 -18.323
H: -6.079 -27.380 -18.942
C: -7.777 -19.559 -14.937
C: -6.674 -18.977 -15.848
O: -7.012 -19.245 -17.159
H: -7.264 -19.827 -14.013
H: -8.278 -20.493 -15.194
H: -8.578 -18.828 -14.836
H: -5.710 -19.445 -15.647
H: -6.525 -17.929 -15.589
H: -6.537 -18.656 -17.750
C: 1.033 -27.361 -24.027
C: -0.029 -26.949 -22.994
O: -0.444 -28.028 -22.349
H: 0.836 -28.268 -24.600
H: 2.060 -27.418 -23.668
H: 1.107 -26.555 -24.757
H: -0.941 -26.552 -23.440
H: 0.338 -26.175 -22.320
H: 0.204 -28.257 -21.679
C: -10.833 -20.016 -26.290
C: -11.537 -19.479 -25.038
O: -10.874 -18.289 -24.546
H: -9.823 -20.283 -25.979
H: -10.627 -19.239 -27.027
H: -11.298 -20.806 -26.880
H: -11.710 -20.241 -24.277
H: -12.548 -19.330 -25.419
H: -10.233 -18.641 -23.924
C: -4.752 -27.466 -23.820
C: -3.554 -28.197 -23.133
O: -2.594 -28.539 -24.193
H: -4.547 -26.614 -24.469
H: -5.307 -26.967 -23.026
H: -5.384 -28.121 -24.419
H: -3.748 -29.149 -22.639
H: -2.999 -27.438 -22.581
H: -1.816 -28.880 -23.746
C: 1.846 -21.651 -22.422
C: 0.385 -22.179 -22.490
O: -0.251 -21.367 -21.573
H: 2.228 -21.877 -21.426
H: 1.911 -20.606 -22.726
H: 2.579 -22.159 -23.047
H: 0.327 -23.167 -22.034
H: -0.063 -22.127 -23.482
H: -1.151 -21.672 -21.706

Atom charges from the Löwdin analysis, given in e for atoms 1 to 6:
1. C -0.0624
2. C -0.4467
3. C -0.1508
4. O -0.2349
5. C -0.0972
6. N 0.0370